{"formula": "C3H7OPS", "method": "wB97M-V/def2-TZVPD", "charge": 0, "e_tot_ha": -933.1599, "multiplicity": 1, "fmax_ev_per_a": 4.74, "e_above_lowest_kj_mol": 346.9, "elements": ["C", "C", "C", "O", "P", "S", "H", "H", "H", "H", "H", "H", "H"], "coordinates": [[-1.994295, -0.406736, -1.217149], [-1.306857, -0.067076, -0.130736], [1.219197, -0.482945, 1.472760], [1.013442, 2.316671, -0.333088], [0.449840, -0.459924, -0.168122], [1.142886, -1.612986, -1.556153], [-2.984175, 0.035978, -1.317164], [-1.696203, -1.063438, -2.094200], [-1.531109, 0.612475, 0.712412], [1.855489, -1.270846, 1.750261], [1.736077, 0.455474, 1.603537], [0.360306, -0.412327, 2.162556], [1.735404, 2.355678, -0.884913]], "forces_ev_per_angstrom": [[-0.964, 0.070, -0.683], [1.769, 0.021, -0.053], [-1.828, 1.601, 0.188], [-3.314, -2.381, 2.418], [1.254, 0.859, -0.788], [-0.401, 0.760, 0.821], [-0.055, -0.307, 0.014], [0.161, 0.952, 1.551], [-0.496, -0.384, -0.881], [0.628, -1.309, -0.195], [0.242, 0.400, -0.211], [0.309, -0.227, -0.045], [2.694, -0.055, -2.137]], "mulliken_charge": [-0.50, -0.08, -0.86, -0.76, 0.61, -0.32, 0.23, 0.21, 0.27, 0.36, 0.34, 0.28, 0.23]}

***

{"formula": "C18H42N3O12V", "method": "wB97M-V/def2-TZVPD", "charge": 0, "e_tot_ha": -2722.0633, "multiplicity": 1, "fmax_ev_per_a": 4.76, "e_above_lowest_kj_mol": 316.4, "elements": ["O", "V", "O", "O", "C", "O", "O", "H", "C", "O", "C", "C", "O", "C", "H", "H", "H", "H", "H", "H", "H", "H", "H", "H", "C", "O", "C", "C", "O", "C", "H", "H", "H", "H", "H", "H", "H", "H", "H", "H", "C", "O", "N", "C", "C", "H", "H", "H", "H", "H", "H", "H", "C", "O", "N", "C", "C", "H", "H", "H", "H", "H", "H", "H", "C", "O", "N", "C", "C", "H", "H", "H", "H", "H", "H", "H"], "coordinates": [[14.243750, 16.256580, 12.707150], [15.153120, 16.815830, 11.490050], [14.736050, 16.138020, 10.097460], [17.329920, 20.278970, 11.713680], [16.554400, 19.222960, 11.562230], [16.074000, 18.561840, 12.491220], [16.572010, 18.632730, 10.445730], [17.436320, 20.142320, 10.769430], [11.596710, 14.891030, 8.460520], [10.660430, 15.971570, 8.753510], [10.431410, 16.856940, 7.638990], [9.521580, 16.112890, 6.593550], [8.436850, 15.307690, 7.209840], [7.683120, 15.871500, 8.229030], [11.355280, 14.042240, 9.100340], [12.570230, 15.175570, 8.859760], [11.510560, 14.591380, 7.416060], [11.433610, 17.067020, 7.265410], [10.010880, 17.836770, 7.865190], [10.098010, 15.520130, 5.883300], [8.909250, 16.748670, 5.954070], [8.244940, 16.057510, 9.144380], [6.870800, 15.206080, 8.521350], [7.131840, 16.803690, 8.105760], [15.289610, 21.980040, 3.576740], [15.197400, 21.032600, 4.604090], [16.410730, 20.647700, 5.124540], [16.233000, 19.652800, 6.350260], [15.383660, 18.577090, 6.003100], [14.859560, 17.884360, 7.179480], [14.292230, 22.347410, 3.335170], [15.755930, 21.569460, 2.681160], [15.781030, 22.857310, 3.997460], [17.032900, 21.521120, 5.319850], [17.001530, 20.247030, 4.300810], [15.679600, 20.244890, 7.079140], [17.189180, 19.330590, 6.762580], [14.543850, 18.675020, 7.860130], [15.705250, 17.486590, 7.740450], [14.081310, 17.126640, 7.088380], [17.858080, 14.804030, 11.473100], [16.848310, 15.422550, 11.927020], [19.127010, 15.258040, 11.734690], [20.270370, 14.611580, 11.142840], [19.307890, 16.418240, 12.624990], [17.853390, 13.843400, 10.935160], [21.058760, 14.671220, 11.893170], [20.574560, 14.917330, 10.141800], [19.929860, 13.595680, 10.942550], [20.070000, 17.059750, 12.182540], [18.397310, 16.996720, 12.780850], [19.673750, 16.199550, 13.628190], [12.504390, 19.097830, 10.746130], [13.562060, 18.458820, 11.035960], [11.598730, 19.438770, 11.682320], [10.457870, 20.247030, 11.334820], [11.784310, 19.085740, 13.091190], [12.238620, 19.329830, 9.703180], [10.419250, 20.263380, 10.245630], [10.634670, 21.234580, 11.760950], [9.475470, 20.023060, 11.750530], [12.850550, 19.287070, 13.194540], [11.145690, 19.826250, 13.572770], [11.410960, 18.090540, 13.332590], [16.251300, 15.195940, 17.456140], [16.929520, 14.212600, 17.771710], [16.115480, 15.700640, 16.282760], [15.690410, 17.093380, 16.169790], [16.839510, 15.159330, 15.109330], [15.838630, 15.885970, 18.208300], [15.199910, 17.247210, 15.208610], [16.502100, 17.783390, 16.400330], [14.978780, 17.224460, 16.984960], [16.386980, 15.312700, 14.129640], [17.734550, 15.759760, 14.946590], [17.018380, 14.099010, 15.287770]], "forces_ev_per_angstrom": [[1.309, 0.539, -2.019], [-1.129, -0.064, 0.560], [0.348, 0.413, 1.557], [-0.941, 0.323, -0.002], [0.294, -4.382, 0.340], [-1.591, -0.303, 2.689], [-0.260, 0.749, -1.490], [2.026, 2.066, -1.693], [-0.775, 0.784, 0.957], [-0.223, 0.292, -0.092], [0.281, -1.840, -0.532], [-1.659, 0.467, 0.814], [1.551, -0.134, -0.933], [-0.441, 0.383, 1.575], [-0.599, -0.013, -0.158], [0.388, 0.273, -0.829], [0.477, 0.045, 0.073], [-0.055, 0.137, -0.785], [-0.254, -0.348, 0.916], [-0.169, -0.622, 0.533], [0.603, 0.914, -0.042], [0.446, -0.217, 0.046], [0.245, -0.565, -0.313], [0.241, 0.533, -1.187], [-0.374, 0.382, 0.648], [-1.688, -0.124, 0.249], [1.095, -1.313, -0.060], [-1.113, 1.304, -1.197], [-0.532, -1.166, -0.122], [1.716, 1.741, 0.597], [-0.141, -0.431, -0.066], [0.291, 0.142, -0.053], [0.641, 0.218, -0.441], [-0.035, 0.364, 1.134], [0.159, -1.026, -0.124], [0.242, 0.188, 0.511], [0.150, -0.013, -0.056], [-0.675, 0.025, 0.164], [0.057, -0.583, -0.104], [0.197, 0.260, -0.961], [0.599, 2.305, 1.654], [0.984, -0.800, -1.303], [-2.574, 0.303, 0.083], [-0.379, -0.932, 0.207], [0.406, 0.551, -0.445], [-0.476, 0.358, -0.067], [0.271, -0.380, -0.464], [0.069, 0.954, 0.248], [0.532, -0.402, 0.420], [-0.128, 0.134, -0.125], [-0.060, -0.225, -0.460], [0.043, -0.763, -0.068], [1.529, -2.008, 1.525], [-1.707, 1.331, -0.637], [-0.277, -1.062, -0.878], [0.235, 0.917, -0.296], [-0.041, 1.158, -1.144], [0.170, 0.192, 0.252], [-0.338, 0.387, 0.100], [0.094, 0.448, -0.441], [0.208, -1.087, -0.027], [-0.069, -0.593, 1.097], [0.410, -0.102, 0.684], [0.489, -0.066, -0.096], [2.040, -1.433, 3.158], [-0.966, 0.420, -0.306], [-0.107, 1.321, -4.569], [-0.606, -0.613, 0.697], [-0.072, 0.272, 0.382], [-0.381, -0.387, 0.393], [0.227, 0.243, 0.077], [0.205, 0.086, -0.562], [-0.306, 0.312, -0.226], [-1.081, -0.148, 0.523], [0.635, -0.336, 0.581], [0.323, 0.248, -0.067]], "mulliken_charge": [-0.55, 1.42, -0.60, -0.51, 1.06, -0.70, -0.79, 0.30, -0.42, -0.32, 0.01, -0.62, -0.35, -0.64, 0.27, -0.03, 0.32, 0.06, 0.26, 0.29, 0.41, 0.20, 0.30, 0.31, -0.78, -0.27, -0.76, -0.38, -0.41, -0.42, 0.24, 0.29, 0.33, 0.44, 0.40, 0.26, 0.35, 0.13, 0.29, 0.26, 0.04, -0.43, 0.22, -0.92, -0.89, 0.35, 0.36, 0.30, 0.31, 0.42, 0.10, 0.35, 0.34, -0.52, 0.14, -0.97, -0.88, 0.19, 0.24, 0.43, 0.34, 0.32, 0.40, 0.21, 0.13, -0.63, 0.16, -0.88, -0.75, 0.28, 0.19, 0.33, 0.36, 0.08, 0.29, 0.34]}

***

{"formula": "C37H54F3N4O7P2PdSSb", "method": "wB97M-V/def2-TZVPD", "charge": 2, "e_tot_ha": -3936.2513, "multiplicity": 5, "s2": 6.0335, "fmax_ev_per_a": 0.42, "e_above_lowest_kj_mol": 0.0, "elements": ["Pd", "C", "C", "N", "N", "C", "S", "N", "N", "H", "H", "H", "H", "H", "H", "C", "C", "C", "O", "P", "O", "C", "P", "O", "O", "C", "C", "C", "O", "C", "C", "C", "O", "C", "C", "C", "H", "H", "H", "H", "H", "H", "H", "H", "H", "H", "H", "H", "H", "H", "H", "H", "H", "H", "H", "H", "H", "H", "H", "H", "H", "H", "H", "H", "H", "H", "C", "O", "C", "C", "H", "H", "H", "H", "H", "H", "F", "C", "C", "C", "C", "C", "C", "Sb", "C", "C", "C", "C", "F", "C", "C", "C", "C", "C", "C", "F", "C", "C", "H", "H", "H", "H", "H", "H", "H", "H", "H", "H", "H", "H"], "coordinates": [[-0.337547, -0.447848, 0.496778], [5.566073, -0.397238, -1.689389], [4.649423, 0.212697, -0.701543], [4.965497, 0.633055, 0.488569], [3.809013, 1.086017, 1.016597], [2.768320, 0.963980, 0.186746], [1.159339, 1.494037, 0.405426], [3.310571, 0.422388, -0.921916], [2.582707, 0.019307, -2.043808], [6.543237, -0.521194, -1.230648], [5.677602, 0.241225, -2.567850], [5.193644, -1.371813, -2.008301], [3.789807, 1.487130, 1.941184], [3.171502, 0.191859, -2.855510], [1.761946, 0.625748, -2.113146], [-6.370421, 1.872283, 0.768743], [-5.678088, 1.151614, -0.365097], [-6.275740, -0.202180, -0.669865], [-4.277658, 0.938153, 0.051744], [-3.031900, 1.499010, -0.723706], [-1.809991, 1.296747, 0.094182], [-2.939137, 0.639131, -2.312763], [-1.318442, -0.036755, -2.677696], [-0.813169, -0.916162, -1.584278], [-0.303420, 1.132966, -2.946291], [-0.360095, 2.043128, -4.108698], [1.048735, 2.157557, -4.645867], [-0.927728, 3.367307, -3.653691], [-1.577172, -0.793194, -4.019720], [-0.917115, -2.062472, -4.404602], [0.456766, -1.752769, -4.951304], [-1.839563, -2.727128, -5.396064], [-3.322270, 2.978342, -1.140155], [-3.306636, 4.068637, -0.135940], [-4.383621, 5.043379, -0.548980], [-1.918969, 4.663095, -0.105647], [-7.414624, 2.051079, 0.512752], [-5.899814, 2.834409, 0.969538], [-6.340101, 1.269840, 1.677007], [-5.658701, 1.781327, -1.258806], [-6.224072, -0.847391, 0.207693], [-5.767545, -0.692924, -1.500526], [-7.323536, -0.087977, -0.946380], [-3.297199, 1.260557, -3.135488], [-3.593403, -0.235319, -2.257123], [-1.004287, 1.569580, -4.853235], [1.714847, 2.554227, -3.876939], [1.067888, 2.844817, -5.490918], [1.416015, 1.190615, -4.991501], [-0.245572, 3.856062, -2.957085], [-1.893828, 3.248902, -3.164710], [-1.065956, 4.020595, -4.515594], [-0.836772, -2.648174, -3.488365], [0.389203, -1.076152, -5.804390], [0.939057, -2.672516, -5.282471], [1.086873, -1.305334, -4.180138], [-1.968832, -2.102018, -6.279351], [-2.815686, -2.919158, -4.953495], [-1.412170, -3.678974, -5.711080], [-3.555099, 3.613379, 0.827980], [-4.176185, 5.438684, -1.543258], [-4.409186, 5.878725, 0.150746], [-5.365909, 4.572797, -0.554730], [-1.702000, 5.170621, -1.045967], [-1.166218, 3.896365, 0.074500], [-1.859938, 5.401119, 0.695247], [-0.036891, 0.890560, 4.180265], [-0.350921, -0.276007, 3.417311], [-1.591069, -0.360708, 2.836918], [-2.610864, 0.697352, 3.051572], [-0.056906, 1.781550, 3.550718], [0.968780, 0.733224, 4.559527], [-0.726737, 1.004160, 5.015722], [-2.897942, 0.758865, 4.107248], [-3.507257, 0.460567, 2.483340], [-2.266244, 1.683239, 2.734944], [0.134248, -7.668769, -1.976500], [0.455321, -6.522724, -1.374789], [1.431943, -6.532270, -0.393363], [1.756479, -5.336407, 0.226345], [1.104398, -4.158037, -0.135855], [0.123655, -4.181147, -1.129131], [-0.206112, -5.367007, -1.756866], [1.495741, -2.351113, 0.818854], [-1.868454, -1.687033, 2.332773], [-2.750788, -1.888395, 1.251283], [-2.951682, -3.152923, 0.720686], [-2.284070, -4.226456, 1.279512], [-2.459661, -5.446749, 0.758180], [-1.443185, -4.080315, 2.374776], [-1.236065, -2.820065, 2.896314], [2.740373, -2.814662, 2.447712], [2.280604, -3.667078, 3.452032], [3.092704, -4.000002, 4.522637], [4.366998, -3.461803, 4.575509], [5.155290, -3.780045, 5.601875], [4.853268, -2.610357, 3.599674], [4.029328, -2.292750, 2.531967], [1.919923, -7.460754, -0.131882], [2.524231, -5.332233, 0.991336], [-0.396384, -3.269719, -1.398930], [-0.969137, -5.422216, -2.521738], [-3.299510, -1.048582, 0.842726], [-3.622889, -3.315617, -0.111943], [-0.980044, -4.959475, 2.803283], [-0.590069, -2.685860, 3.752980], [1.283913, -4.088128, 3.402677], [2.759750, -4.664532, 5.307824], [5.858558, -2.220843, 3.680947], [4.415498, -1.639693, 1.759655]], "forces_ev_per_angstrom": [[0.127, 0.401, 0.045], [0.008, -0.024, -0.012], [0.006, -0.050, 0.017], [0.132, -0.008, 0.049], [-0.139, -0.054, -0.065], [0.115, 0.102, -0.013], [-0.065, -0.019, -0.082], [-0.141, 0.058, 0.097], [0.105, 0.037, -0.126], [0.000, 0.009, -0.003], [-0.005, -0.007, -0.005], [0.001, 0.005, -0.011], [-0.006, -0.011, 0.005], [-0.067, -0.007, 0.006], [-0.037, -0.064, 0.088], [-0.001, 0.011, -0.024], [0.010, 0.033, 0.010], [-0.018, -0.008, -0.026], [0.050, 0.022, -0.026], [-0.078, 0.036, -0.095], [0.046, -0.093, 0.176], [-0.147, -0.041, 0.017], [0.036, 0.110, -0.251], [0.164, -0.128, 0.062], [0.104, -0.063, 0.129], [-0.042, 0.011, -0.045], [-0.032, -0.084, 0.000], [-0.045, 0.020, -0.022], [-0.032, -0.030, 0.100], [-0.001, 0.044, -0.026], [0.041, 0.012, 0.038], [0.010, -0.003, 0.016], [0.001, -0.076, -0.063], [-0.063, -0.016, 0.017], [0.033, -0.005, 0.029], [0.011, 0.075, 0.056], [0.004, 0.000, -0.013], [-0.007, -0.006, 0.018], [0.008, -0.016, -0.002], [-0.040, -0.014, 0.004], [0.006, 0.004, 0.014], [0.017, -0.010, 0.004], [-0.003, 0.011, 0.003], [0.029, 0.046, 0.027], [-0.028, 0.023, -0.019], [-0.012, 0.034, 0.003], [-0.007, 0.005, 0.006], [-0.022, 0.009, -0.005], [0.023, 0.008, 0.023], [0.008, -0.022, 0.028], [0.007, 0.008, -0.014], [0.033, -0.002, -0.010], [-0.003, -0.039, -0.035], [-0.021, -0.009, -0.009], [-0.018, -0.012, 0.004], [0.017, 0.012, 0.008], [0.004, 0.010, -0.006], [-0.013, 0.005, -0.007], [0.009, -0.003, 0.009], [0.038, 0.023, -0.003], [0.009, -0.008, -0.014], [0.004, -0.007, 0.011], [-0.006, 0.000, -0.019], [0.005, -0.025, -0.023], [0.002, -0.008, 0.003], [-0.003, 0.002, -0.009], [0.041, 0.011, -0.034], [-0.185, 0.013, 0.042], [0.219, -0.086, 0.064], [-0.022, 0.038, -0.082], [0.001, -0.002, 0.016], [-0.012, 0.004, 0.010], [0.010, 0.011, -0.003], [0.013, -0.018, 0.013], [0.013, 0.006, 0.000], [0.002, 0.006, 0.018], [0.008, -0.002, 0.005], [0.016, 0.012, 0.025], [-0.056, 0.015, -0.054], [0.057, -0.020, -0.011], [0.011, -0.138, 0.040], [-0.015, 0.032, 0.009], [0.016, -0.083, -0.021], [-0.056, 0.157, -0.163], [-0.019, -0.047, 0.044], [-0.181, -0.045, 0.033], [0.057, -0.041, 0.027], [0.012, -0.012, 0.029], [-0.007, 0.005, 0.001], [-0.089, 0.035, -0.074], [0.045, -0.003, -0.083], [-0.009, -0.066, 0.119], [-0.061, -0.042, -0.022], [0.064, 0.026, 0.009], [-0.011, 0.001, -0.017], [0.002, 0.010, 0.007], [-0.028, -0.045, 0.056], [0.013, 0.058, -0.043], [0.000, -0.010, 0.002], [-0.015, 0.016, 0.001], [0.001, 0.025, 0.020], [-0.009, 0.001, 0.002], [0.035, -0.020, 0.010], [-0.008, -0.014, -0.003], [0.006, -0.014, 0.003], [-0.013, 0.015, 0.009], [0.023, -0.011, -0.009], [-0.007, -0.004, 0.000], [0.006, 0.000, -0.007], [0.008, 0.010, -0.030]], "mulliken_spin": [1.29, -0.01, 0.01, 0.01, 0.03, -0.04, 0.25, 0.02, 0.03, 0.00, 0.00, 0.00, 0.00, 0.00, -0.01, 0.00, 0.00, 0.00, 0.00, 0.00, 0.02, 0.00, -0.01, 0.16, -0.01, 0.00, 0.00, 0.00, 0.01, 0.00, 0.00, 0.00, 0.00, 0.00, 0.00, -0.01, 0.00, 0.00, 0.00, 0.00, 0.00, 0.00, 0.00, 0.00, 0.00, 0.00, 0.00, 0.00, 0.00, 0.00, 0.00, 0.00, 0.00, 0.00, 0.00, 0.00, 0.00, 0.00, 0.00, 0.00, 0.00, 0.00, 0.00, 0.00, 0.00, 0.00, -0.02, 0.17, 0.56, -0.02, 0.01, 0.00, 0.01, 0.04, -0.01, 0.03, 0.01, 0.05, -0.02, 0.00, 0.01, -0.01, -0.02, 0.93, -0.10, 0.18, -0.04, 0.14, 0.01, -0.09, 0.19, 0.12, 0.04, 0.01, 0.01, 0.00, 0.02, -0.03, 0.00, 0.01, -0.01, 0.00, 0.06, 0.00, 0.00, 0.04, -0.01, 0.00, 0.00, -0.01]}

***

Q: Number 3 is which compound?
A: C37H54F3N4O7P2PdSSb